No. 1
Molecular formula: C3H11NP
Method: DFT, ωB97M-V/def2-TZVPD

**Charge**: +1
**HOMO energy (alpha / beta)**: -12.728 / -13.705 eV
**ΔE to the lowest compared entry with this formula, charge and spin**: 7.220 eV
**Calculated total energy**: -516.549423 hartree
**Multiplicity**: 1

Each line ends with the Mulliken charge.
Positions of all 16 atoms, in Å:
C -1.5955 1.2482 0.2329  -1.1339
C 2.3471 -0.6278 0.2926  -0.8235
C -0.5286 0.1700 -0.0680  0.0870
N -1.1477 -1.0050 -0.9387  -0.3083
P 1.2333 0.7457 -0.4661  0.0818
H -1.0095 2.2418 0.3832  0.3089
H -2.1882 1.0597 1.1322  0.3040
H -2.2747 1.5645 -0.7421  0.3631
H 2.7677 -1.3919 -0.4682  0.2968
H 2.0357 -1.0825 1.2319  0.3039
H 3.2357 0.0666 0.4192  0.2752
H 0.1201 -1.1235 1.7927  0.0969
H -1.6990 -0.4578 -1.6092  0.3667
H -1.8772 -1.4030 -0.4122  0.3650
H -0.5228 -1.6754 -1.3881  0.3291
H 1.1036 1.6704 0.6078  0.0873

No. 2
Molecular formula: C3H11NP2
Method: DFT, ωB97M-V/def2-TZVPD

**HOMO energy (alpha / beta)**: -6.458 / -6.459 eV
**ΔE to the lowest compared entry with this formula, charge and spin**: 2.246 eV
**Calculated total energy**: -858.190058 hartree
**Multiplicity**: 1

Each line ends with the Mulliken charge.
Positions of all 17 atoms, in Å:
C 0.1256 0.9088 -1.5164  -1.1862
C 1.7316 0.0529 0.8369  -0.9670
C -0.4321 0.3490 -0.2724  0.4522
N 0.2973 0.1958 0.8092  0.1268
P -2.1871 0.2412 0.0468  -0.1379
P -0.5289 -0.0465 2.3539  -0.2830
H 0.9180 0.2694 -2.0065  0.2594
H 0.7038 1.7873 -1.1434  0.3285
H -0.5672 1.3310 -2.2127  0.4284
H 2.0970 -0.5058 -0.1267  0.2843
H 2.1144 1.0319 0.8945  0.3431
H 2.0429 -0.6048 1.6541  0.3108
H -0.1215 -2.2749 -0.7304  -0.0362
H -2.0717 -1.0405 0.5307  0.0300
H -2.4450 -0.3577 -1.3339  0.0136
H -0.9508 1.2207 2.3819  -0.0352
H -0.7262 -2.5578 -0.1656  0.0685